[1]
The following is a quantum chemistry calculation of C4H8O3 as an isolated structure, from the Open Molecules 2025 dataset.

```
15
Properties=species:S:1:pos:R:3
C -2.14 -0.31 -0.52
C -1.81 -0.68 0.79
O 0.22 -0.54 1.07
C 0.84 -0.02 0.11
O 0.37 0.09 -1.08
C 2.23 0.57 0.32
O 2.78 1.04 -0.87
H -2.59 0.67 -0.67
H -0.88 -0.14 -0.92
H -2.48 -1.08 -1.21
H -1.76 -1.72 1.08
H -1.89 0.02 1.61
H 2.14 1.37 1.07
H 2.87 -0.21 0.76
H 2.09 0.95 -1.54
```

Values from the calculation:
Orbital gap, Ha: 0.3620

=====

[2]
The following is a quantum chemistry calculation of one molecule with the formula C4H8O3, from the Open Molecules 2025 dataset.

```
15
Properties=species:S:1:pos:R:3
C -1.75 0.98 -0.62
C -0.35 0.59 -0.15
O -0.41 0.73 1.24
C 0.01 -0.83 -0.55
O 1.32 -1.33 -0.17
C 2.16 -1.00 0.79
O 2.09 -0.11 1.62
H -2.50 0.28 -0.24
H -1.86 1.08 -1.71
H -1.93 1.95 -0.15
H 0.39 1.27 -0.62
H 0.48 0.56 1.61
H 0.04 -0.94 -1.64
H -0.71 -1.56 -0.16
H 3.01 -1.69 0.74
```

Values from the calculation:
Structure (SMILES): C[C@@H](O)COC=O
Orbital gap, Ha: 0.4058

=====

[3]
The following is a quantum chemistry calculation of a 2-piece molecular cluster, C4H8O3 overall, from the Open Molecules 2025 dataset.

```
15
Properties=species:S:1:pos:R:3
C -2.17 -0.15 0.17
O -0.92 0.52 0.33
C -0.29 1.30 -1.71
O -1.12 0.80 -2.31
C 0.26 -0.23 0.67
C 1.64 0.10 -0.01
O 2.56 -0.63 0.80
H -2.13 -0.99 -0.55
H -2.58 -0.52 1.12
H -2.89 0.57 -0.24
H 0.46 -0.03 1.73
H 0.10 -1.30 0.51
H 1.72 -0.26 -1.05
H 1.89 1.17 -0.01
H 3.46 -0.35 0.58
```

Values from the calculation:
Orbital gap, Ha: 0.3952

=====

[4]
The following is a quantum chemistry calculation of one molecule with the formula C4H8O3, from the Open Molecules 2025 dataset.

```
15
Properties=species:S:1:pos:R:3
C 0.86 -2.33 -0.36
O -0.03 -1.55 0.41
C -1.55 0.31 1.53
C -0.58 0.63 0.68
O 0.42 -0.20 0.25
O -0.45 1.87 0.17
C 0.36 2.08 -0.98
H 1.86 -2.38 0.09
H 0.92 -1.96 -1.38
H 0.40 -3.33 -0.36
H -2.32 1.04 1.75
H -1.58 -0.67 1.99
H 1.41 2.22 -0.68
H 0.29 1.26 -1.69
H -0.01 3.00 -1.43
```

Values from the calculation:
Structure (SMILES): C=C(OC)OOC
Orbital gap, Ha: 0.3414

=====

[5]
The following is a quantum chemistry calculation of one molecule with the formula C4H8O3, from the Open Molecules 2025 dataset.

```
15
Properties=species:S:1:pos:R:3
C -0.75 0.54 -1.53
C -0.80 -0.56 -0.46
O -0.82 -1.82 -1.06
C 0.38 -0.46 0.50
O 1.10 -1.43 0.69
C 0.66 0.83 1.24
O 1.67 0.67 2.19
H -1.57 0.38 -2.23
H -0.87 1.54 -1.09
H 0.19 0.50 -2.09
H -1.70 -0.41 0.15
H -0.10 -2.33 -0.65
H -0.27 1.18 1.72
H 2.02 -0.23 2.06
H 0.94 1.59 0.50
```

Values from the calculation:
Structure (SMILES): C[C@@H](O)C(=O)CO
Orbital gap, Ha: 0.4165

=====

[6]
The following is a quantum chemistry calculation of one molecule with the formula C4H8O3, from the Open Molecules 2025 dataset.

```
15
Properties=species:S:1:pos:R:3
C 2.01 0.25 0.31
O 0.56 0.46 0.27
C -0.21 -0.91 0.16
O 0.34 -1.75 -0.54
C -1.37 -0.65 0.78
C -0.45 1.26 -0.89
O -2.46 -1.49 0.70
H 2.25 -0.38 1.19
H 2.49 1.21 0.44
H 2.38 -0.27 -0.58
H -1.49 0.17 1.47
H 0.07 2.20 -0.86
H -1.53 1.39 -0.67
H -0.33 0.66 -1.80
H -2.26 -2.15 0.02
```

Values from the calculation:
Orbital gap, Ha: 0.2529

=====

[7]
The following is a quantum chemistry calculation of one molecule with the formula C4H8O3, from the Open Molecules 2025 dataset.

```
15
Properties=species:S:1:pos:R:3
C 0.87 0.26 -2.26
O 0.94 0.93 -1.01
C 1.28 0.69 1.59
C 0.14 0.32 1.02
O -0.23 0.58 -0.28
O -0.82 -0.35 1.68
C -1.87 -0.97 0.96
H 0.30 0.84 -2.99
H 0.44 -0.74 -2.16
H 1.91 0.16 -2.60
H 1.48 0.39 2.61
H 2.00 1.30 1.07
H -2.64 -0.24 0.68
H -1.52 -1.48 0.05
H -2.29 -1.70 1.65
```

Values from the calculation:
Structure (SMILES): C=C(OC)OOC
Orbital gap, Ha: 0.3423

=====

[8]
The following is a quantum chemistry calculation of one molecule with the formula C4H8O3, from the Open Molecules 2025 dataset.

```
15
Properties=species:S:1:pos:R:3
C -0.88 -0.95 0.86
C -0.62 0.19 -0.08
C -0.24 1.46 0.40
O -1.43 0.23 -1.23
H -1.26 -0.58 -1.74
H -0.74 -1.90 0.35
H -1.90 -0.92 1.25
H -0.18 -0.92 1.70
H -0.34 2.32 -0.24
H -0.05 1.65 1.45
C 1.17 0.20 -0.63
O 1.68 -1.06 -0.77
O 1.76 0.98 0.25
H 2.10 -1.28 0.08
H 0.94 0.57 -1.64
```

Values from the calculation:
Orbital gap, Ha: 0.2958

=====

[9]
The following is a quantum chemistry calculation of one molecule with the formula C4H8O3, from the Open Molecules 2025 dataset.

```
15
Properties=species:S:1:pos:R:3
C 0.38 -0.52 -2.44
C 0.26 0.50 -1.33
O -0.36 -0.17 -0.22
C -0.25 0.43 0.97
O 0.09 1.58 1.14
C -0.53 -0.52 2.12
O -0.25 0.09 3.35
H 0.93 -1.39 -2.06
H -0.60 -0.85 -2.78
H 0.93 -0.12 -3.29
H -0.35 1.36 -1.63
H 1.24 0.87 -1.02
H -1.57 -0.88 2.08
H 0.12 -1.39 1.97
H -0.02 1.01 3.14
```

Values from the calculation:
Structure (SMILES): CCOC(=O)CO
Orbital gap, Ha: 0.4184

=====

[10]
The following is a quantum chemistry calculation of a 2-piece molecular cluster, C4H8O3 overall, from the Open Molecules 2025 dataset.

```
15
Properties=species:S:1:pos:R:3
C -1.16 0.21 0.90
C -0.16 -0.77 0.18
C 0.51 -1.70 1.08
O 0.63 -2.89 0.86
C -1.92 0.98 -0.17
O -2.59 0.35 -0.96
H -1.84 -0.45 1.45
H -0.69 0.94 1.56
H -0.89 -1.18 -0.52
H 0.55 -0.26 -0.47
H 0.96 -1.32 2.01
H -1.97 2.07 -0.26
H 3.03 1.95 -1.47
H 2.33 0.85 -2.20
O 3.22 1.21 -2.02
```

Values from the calculation:
Structure (SMILES): O=CCCC=O.O
Orbital gap, Ha: 0.3816

=====

[11]
The following is a quantum chemistry calculation of a 2-piece molecular cluster, C4H8O3 overall, from the Open Molecules 2025 dataset.

```
15
Properties=species:S:1:pos:R:3
C -2.05 1.36 -0.62
C -0.72 0.67 -0.55
O -0.46 -0.05 0.66
C -0.61 -0.79 -0.56
O 2.29 -1.84 0.12
C 2.74 -1.12 0.99
O 2.10 -0.14 1.59
H -2.84 0.72 -0.22
H -2.30 1.61 -1.65
H -2.03 2.29 -0.04
H 0.14 1.25 -0.90
H 1.16 -0.11 1.24
H 0.32 -1.26 -0.89
H -1.52 -1.38 -0.60
H 3.77 -1.21 1.38
```

Values from the calculation:
Structure (SMILES): C[C@@H]1CO1.O=CO
Orbital gap, Ha: 0.4251

=====

[12]
The following is a quantum chemistry calculation of C4H8O3 as an isolated structure, from the Open Molecules 2025 dataset.

```
15
Properties=species:S:1:pos:R:3
C 1.60 -1.65 0.46
C 0.36 -0.90 0.07
O 0.08 0.18 0.97
C 0.44 0.21 -0.86
O -0.88 2.02 -0.80
C -1.93 1.89 -0.14
O -2.19 0.99 0.72
H 2.43 -0.95 0.61
H 1.85 -2.36 -0.33
H 1.40 -2.17 1.39
H -0.52 -1.54 -0.08
H -0.98 0.44 0.97
H -0.22 0.30 -1.71
H 1.32 0.83 -0.87
H -2.72 2.64 -0.34
```

Values from the calculation:
Orbital gap (spin up / spin down), Ha: 0.3393 / 0.3393

=====

[13]
The following is a quantum chemistry calculation of a 2-piece molecular cluster, C4H8O3 overall, from the Open Molecules 2025 dataset.

```
15
Properties=species:S:1:pos:R:3
C 0.48 2.15 1.50
O -0.14 0.86 1.46
C 0.20 0.10 0.42
O 0.97 0.47 -0.45
C -0.48 -1.22 0.44
C -0.13 -2.15 -0.44
O -0.55 -0.47 -2.74
H 0.24 2.72 0.60
H 0.08 2.64 2.39
H 1.57 2.04 1.57
H -1.27 -1.37 1.18
H -1.22 -0.58 -2.05
H 0.68 -1.98 -1.14
H -0.64 -3.11 -0.51
H 0.20 -0.11 -2.24
```

Values from the calculation:
Structure (SMILES): C=CC(=O)OC.O
Orbital gap, Ha: 0.3996

=====

[14]
The following is a quantum chemistry calculation of one molecule with the formula C4H8O3, from the Open Molecules 2025 dataset.

```
15
Properties=species:S:1:pos:R:3
O 1.42 2.23 0.74
C 0.64 1.40 0.40
O -0.26 1.64 -0.63
C 0.51 0.05 1.09
C -0.58 -0.87 0.59
C -0.21 -1.63 -0.68
O -1.33 -2.27 -1.22
H 0.18 1.55 -1.48
H 0.27 0.32 2.12
H 1.51 -0.38 1.11
H -0.84 -1.60 1.36
H -1.50 -0.32 0.42
H 0.29 -0.94 -1.36
H 0.58 -2.34 -0.40
H -1.22 -3.21 -1.30
```

Values from the calculation:
Structure (SMILES): O=C(O)CCCO
Orbital gap, Ha: 0.4102

=====

[15]
The following is a quantum chemistry calculation of one molecule with the formula C4H8O3, from the Open Molecules 2025 dataset.

```
15
Properties=species:S:1:pos:R:3
C 1.43 0.96 -1.51
O 2.11 0.75 -0.30
C 1.36 -0.17 0.41
C -0.26 0.29 0.46
O -0.71 1.26 1.02
O -1.06 -0.72 0.01
C -2.23 -0.92 0.82
H 1.88 1.84 -1.99
H 0.34 1.00 -1.15
H 1.48 0.08 -2.18
H 1.37 -1.16 -0.09
H 1.84 -0.23 1.40
H -1.92 -0.97 1.87
H -2.98 -0.13 0.72
H -2.65 -1.88 0.52
```

Values from the calculation:
Structure (SMILES): COCC(=O)OC
Orbital gap, Ha: 0.3986

=====

[16]
The following is a quantum chemistry calculation of C4H8O3Pt as an isolated structure, from the Open Molecules 2025 dataset.

```
16
Properties=species:S:1:pos:R:3
C -3.39 0.62 0.23
C -2.42 0.38 -0.90
O -1.32 1.26 -0.72
H -4.40 0.28 -0.03
H -3.05 0.11 1.15
H -3.44 1.70 0.45
H -2.89 0.59 -1.88
H -2.05 -0.65 -0.90
O 1.35 -0.50 -0.21
Pt 0.34 0.80 -0.12
O -1.02 1.39 0.71
C 1.42 -1.55 0.47
C 2.13 -2.69 -0.01
H 2.07 -3.63 0.53
H 1.08 -1.55 1.52
H 2.83 -2.57 -0.83
```

Values from the calculation:
Charge: +1
Orbital gap (spin up / spin down), Ha: 0.3190 / 0.2397
2S+1: 4

=====

[17]
The following is a quantum chemistry calculation of C4H8O3Zn as an isolated structure, from the Open Molecules 2025 dataset.

```
16
Properties=species:S:1:pos:R:3
C -2.63 -0.21 0.11
O -1.98 -0.34 1.29
H -1.74 -0.54 -0.86
H -3.64 -0.66 0.10
H -2.68 0.86 -0.18
O 0.33 -1.73 0.06
C 0.41 -1.07 -1.03
C 1.26 0.17 -0.88
O 0.86 0.80 0.33
C 1.81 1.28 1.18
Zn -0.25 -0.59 1.54
H 0.62 -1.64 -1.96
H 1.04 0.86 -1.72
H 2.32 -0.10 -0.91
H 1.41 1.92 1.96
H 2.84 0.98 0.97
```

Values from the calculation:
Charge: +1
Orbital gap (spin up / spin down), Ha: 0.2690 / 0.2774
2S+1: 2

=====

[18]
The following is a quantum chemistry calculation of a 2-piece molecular cluster, C4H8O4 overall, from the Open Molecules 2025 dataset.

```
16
Properties=species:S:1:pos:R:3
O -1.43 -2.24 0.70
O -0.93 -1.23 -1.31
C -1.60 -2.15 -0.49
C -2.85 -2.78 -1.15
H -0.32 -0.57 -0.88
H -2.74 -3.14 -2.19
H -3.58 -1.96 -1.13
H -3.25 -3.61 -0.54
O 1.57 0.92 -0.18
O 0.67 2.70 0.84
C 1.70 1.86 0.59
C 2.98 2.30 1.24
H -0.17 2.70 0.31
H 3.37 1.46 1.84
H 2.86 3.18 1.89
H 3.72 2.55 0.46
```

Values from the calculation:
Structure (SMILES): CC(=O)O.CC(=O)O
Orbital gap, Ha: 0.3954

=====

[19]
The following is a quantum chemistry calculation of one molecule with the formula C4H8O4, from the Open Molecules 2025 dataset.

```
16
Properties=species:S:1:pos:R:3
C 0.88 -0.63 0.39
C -1.40 -0.72 -0.30
C -1.49 0.70 0.29
C 0.82 0.72 -0.37
H 1.76 -1.66 -0.93
H 0.96 -0.45 1.48
H -2.33 -1.28 -0.09
H -1.29 -0.62 -1.36
H -1.53 0.60 1.39
H -2.43 1.16 -0.11
H 0.90 0.45 -1.45
H 1.91 1.62 0.97
O 2.00 -1.37 -0.03
O -0.26 -1.45 0.19
O -0.37 1.41 -0.09
O 1.88 1.54 0.01
```

Values from the calculation:
Structure (SMILES): O[C@@H]1OCCO[C@H]1O
Orbital gap, Ha: 0.3949

=====

[20]
The following is a quantum chemistry calculation of a 2-piece molecular cluster, C4H8O4 overall, from the Open Molecules 2025 dataset.

```
16
Properties=species:S:1:pos:R:3
C -2.24 -0.08 -0.06
C -3.75 0.09 -0.07
C 2.27 0.06 -0.03
C 3.75 -0.04 -0.05
H -0.56 0.83 0.01
H -4.19 -0.92 -0.21
H -3.83 0.42 0.98
H -4.30 0.70 -0.73
H 0.57 -0.77 -0.03
H 4.27 0.91 -0.13
H 3.86 -0.76 0.86
H 3.99 -0.65 -0.85
O -1.56 -1.12 0.24
O -1.62 1.12 -0.06
O 1.78 1.24 0.21
O 1.56 -1.02 -0.09
```

Values from the calculation:
Structure (SMILES): CC(=O)O.CC(=O)O
Orbital gap, Ha: 0.4043

=====

no.,largest force on an atom (Eh/bohr),DFT total energy (hartree)
1,0.010,-382.85380
2,0.012,-382.92193
3,0.033,-382.86453
4,0.005,-382.77794
5,0.010,-382.92262
6,0.030,-382.76044
7,0.005,-382.77652
8,0.010,-382.80937
9,0.006,-382.93593
10,0.054,-382.88219
11,0.010,-382.90392
12,0.008,-382.82930
13,0.009,-382.91460
14,0.029,-382.92107
15,0.047,-382.87173
16,0.274,-501.51871
17,0.091,-2161.80787
18,0.048,-458.19498
19,0.044,-458.13342
20,0.136,-458.16360